# C5H20KN10O5

A structure of composition C5H20KN10O5 in a non-equilibrium geometry (ωB97M-V/def2-TZVPD, the Open Molecules 2025 dataset).

## Properties
HOMO level, eV: -11.53
2S+1: 1
DFT total energy, eV: -46970.1254
Energy above the lowest of the compared OMol25 structures with the same formula, charge and spin, kcal per mole: 133.9
Net charge: +1

Geometry as XYZ:
```
41
Properties=species:S:1:pos:R:3:lowdin_charge:R:1
K -0.370 -1.499 -0.246 0.97
C -3.837 3.308 -1.070 -0.79
O -3.242 2.748 -0.180 0.02
N -5.028 2.935 -1.429 0.16
N -3.332 4.252 -1.882 0.16
H -5.305 2.138 -0.874 0.12
H -5.238 3.134 -2.397 0.11
H -4.024 4.521 -2.567 0.10
H -2.324 4.210 -1.929 0.12
C 3.480 2.701 2.954 -0.76
O 3.533 2.415 4.155 0.02
N 2.404 2.615 2.198 0.14
N 4.461 3.215 2.274 0.15
H 2.318 3.112 1.323 0.10
H 1.503 2.374 2.583 0.11
H 5.214 3.558 2.853 0.12
H 4.431 3.531 1.315 0.11
C -2.166 -1.165 6.074 -0.80
O -1.756 -1.565 5.016 0.02
N -3.400 -0.717 6.247 0.16
N -1.394 -1.035 7.120 0.16
H -4.061 -0.945 5.518 0.11
H -3.582 -0.070 7.000 0.11
H -0.477 -1.404 6.910 0.12
H -1.644 -0.678 8.031 0.12
C 6.671 -1.840 -1.454 -0.77
O 5.453 -1.535 -1.503 -0.02
N 7.321 -2.715 -2.108 0.16
N 7.450 -1.409 -0.501 0.15
H 8.139 -3.119 -1.676 0.12
H 6.833 -3.306 -2.766 0.13
H 6.987 -0.732 0.089 0.12
H 8.384 -1.777 -0.390 0.11
C -3.757 -3.008 -5.797 -0.71
O -2.659 -2.863 -5.138 -0.06
N -3.820 -3.547 -7.039 0.14
N -4.909 -2.742 -5.343 0.17
H -3.059 -3.657 -7.694 0.11
H -4.590 -4.095 -7.395 0.10
H -4.877 -2.551 -4.351 0.13
H -5.729 -2.790 -5.930 0.13
```


# C5H20N10O5

A cluster of 5 separate species, C5H20N10O5 in total in a non-equilibrium geometry (ωB97M-V/def2-TZVPD, the Open Molecules 2025 dataset).

## Properties
HOMO level, eV: -8.97
2S+1: 1
DFT total energy, eV: -30651.9433
Energy above the lowest of the compared OMol25 structures with the same formula, charge and spin, kcal per mole: 39.6
Net charge: 0
SMILES: NC(N)=O.NC(N)=O.NC(N)=O.NC(N)=O.NC(N)=O

Geometry as XYZ:
```
40
Properties=species:S:1:pos:R:3:lowdin_charge:R:1
N -3.203 -4.686 2.928 0.14
C -2.154 -3.981 2.506 -0.75
N -2.249 -2.724 2.878 0.17
O -1.303 -4.500 1.802 0.02
H -3.947 -4.311 3.491 0.10
H -3.165 -5.679 2.761 0.11
H -1.461 -2.144 2.624 0.08
H -2.988 -2.402 3.475 0.11
N 2.944 0.816 -3.071 0.14
C 2.399 1.324 -4.203 -0.72
N 1.205 1.796 -3.980 0.16
O 3.166 1.376 -5.178 0.00
H 2.241 0.603 -2.379 0.08
H 3.804 0.309 -2.955 0.11
H 0.807 2.323 -4.741 0.12
H 0.812 1.667 -3.062 0.06
N 0.328 1.593 0.717 0.17
C -0.334 0.414 0.812 -0.65
N -1.070 0.110 -0.288 0.17
O -0.358 -0.269 1.835 -0.01
H 0.325 2.105 1.585 0.11
H 0.245 2.135 -0.132 0.06
H -0.866 0.697 -1.083 0.06
H -1.695 -0.678 -0.319 0.11
N 2.013 -2.979 1.980 0.16
C 2.870 -2.106 2.564 -0.73
N 2.274 -0.990 2.964 0.15
O 4.007 -2.363 2.935 0.01
H 2.399 -3.639 1.325 0.11
H 1.121 -2.573 1.743 0.07
H 2.827 -0.320 3.471 0.11
H 1.309 -0.785 2.750 0.05
N -0.939 4.657 -1.837 0.19
C -1.166 3.372 -2.000 -0.73
N -2.411 3.108 -2.339 0.19
O -0.282 2.562 -1.931 -0.02
H -1.790 5.145 -1.608 0.11
H -0.058 5.099 -1.639 0.13
H -3.058 3.800 -2.000 0.12
H -2.596 2.119 -2.402 0.13
```